Record 1
This record from the Open Molecules 2025 dataset describes a cluster of 14 separate species, C56H143N3O14 in total at a distorted geometry. The level of theory is the ωB97M-V functional and the def2-TZVPD basis.

CARTESIAN COORDINATES (ANGSTROEM)
C 3.5718 -0.5085 -6.7580
C 3.1435 -1.9045 -6.3458
C 3.4080 -2.2330 -4.9045
O 2.8125 -1.3652 -4.0091
C 3.3231 -1.5212 -2.7247
N 1.7565 -2.0458 -6.7132
H 2.8980 0.2801 -6.3134
H 3.4537 -0.4864 -7.8284
H 4.6342 -0.2271 -6.5748
H 3.7443 -2.6444 -6.9680
H 4.5251 -2.1726 -4.6911
H 3.1001 -3.2119 -4.5450
H 2.9913 -2.4606 -2.2023
H 3.0548 -0.6218 -2.1088
H 4.4150 -1.6862 -2.8597
H 1.2010 -1.2370 -6.4168
H 1.3248 -2.7683 -6.1684
C 2.8470 3.5017 -2.5061
C 2.4586 2.1020 -2.8989
C 1.1719 2.0539 -3.6870
O 1.1440 2.8637 -4.8086
C -0.1291 2.6745 -5.4605
N 3.6121 1.5436 -3.6328
H 2.0235 4.0120 -2.0046
H 3.1489 4.0486 -3.4493
H 3.7176 3.4926 -1.8485
H 2.3161 1.4656 -1.9869
H 0.3524 2.3595 -3.0707
H 1.0105 1.0468 -4.0325
H -0.9264 2.9472 -4.7485
H -0.3345 1.6086 -5.6973
H -0.0653 3.4006 -6.3422
H 3.4201 0.6449 -4.0665
H 3.8799 2.1367 -4.4731
C -0.4359 2.6565 0.1517
C -1.0781 1.2796 0.2665
C -0.0247 0.2988 -0.1252
O -0.6707 -0.9175 -0.2056
C 0.2602 -1.9564 0.1755
N -1.4827 0.9637 1.6544
H -0.0053 2.8463 -0.8610
H 0.3237 2.8559 0.9023
H -1.1527 3.4843 0.2499
H -1.8166 1.2058 -0.5470
H 0.8039 0.3080 0.5542
H 0.3323 0.6152 -1.1416
H 0.5338 -1.7966 1.2213
H 1.1704 -1.8445 -0.4840
H -0.2014 -2.9250 0.0210
H -2.3556 1.4628 1.8767
H -1.6781 -0.0337 1.7552
C 0.5972 -4.4272 2.5229
C 1.2199 -3.4716 3.5040
O 2.3117 -4.0621 4.1304
C 2.8294 -3.3182 5.2204
C 3.9172 -4.1093 5.9568
H 1.2857 -4.6830 1.7676
H 0.3082 -5.2849 3.1596
H -0.3136 -3.9788 2.1421
H 1.4616 -2.4426 3.0911
H 0.4620 -3.3238 4.3032
H 3.1680 -2.2836 4.9447
H 1.9155 -3.1658 5.8609
H 4.7795 -4.2353 5.3201
H 3.4925 -5.0155 6.3126
H 4.3265 -3.5958 6.8137
C -0.4239 -2.1443 -3.2137
C -1.5902 -1.2019 -3.4699
O -2.7337 -2.0043 -3.6157
C -3.9018 -1.3192 -3.4966
C -5.0451 -2.2350 -3.6851
H 0.5967 -1.7131 -3.2600
H -0.6100 -2.6443 -2.2509
H -0.4860 -2.9904 -3.9809
H -1.7107 -0.5206 -2.6424
H -1.4759 -0.5529 -4.3847
H -3.9647 -0.8920 -2.5247
H -3.9092 -0.4254 -4.2676
H -5.9320 -1.7131 -3.3731
H -4.9574 -3.0903 -3.0873
H -5.2681 -2.6343 -4.7159
C -4.5216 4.7166 1.7372
C -5.5332 3.6449 1.9188
O -4.9458 2.4300 1.4762
C -5.8725 1.3598 1.3312
C -5.1970 0.0876 0.8942
H -3.6967 4.5721 2.4804
H -4.0824 4.6410 0.7008
H -4.9211 5.6956 1.8101
H -5.8633 3.4467 2.9626
H -6.4361 3.7761 1.3246
H -6.3366 1.1605 2.2644
H -6.6598 1.6709 0.6026
H -4.5349 -0.2610 1.6994
H -4.5239 0.3655 0.0496
H -5.8757 -0.6689 0.6700
C -3.9376 -8.0325 -2.5055
C -3.2234 -8.4188 -1.2449
O -3.6587 -7.6103 -0.2247
C -3.1872 -7.9540 1.0137
C -3.5726 -6.9884 2.1599
H -3.9383 -6.9310 -2.5249
H -3.3787 -8.3319 -3.4170
H -4.9918 -8.4464 -2.5738
H -3.2940 -9.5066 -0.9790
H -2.1583 -8.2442 -1.4186
H -3.4428 -9.0392 1.1130
H -2.0974 -7.9638 0.9046
H -4.5719 -7.3473 2.4671
H -3.6067 -5.9804 1.7587
H -2.8417 -6.9728 2.9807
C 2.2303 0.5131 5.9592
C 1.9917 0.5011 4.4998
O 3.1058 -0.2236 3.9315
C 2.9614 -0.4368 2.5761
C 3.9744 -1.4260 2.0719
H 1.6562 1.2576 6.5114
H 2.0877 -0.3684 6.4729
H 3.2311 0.7357 6.1874
H 1.0925 -0.0197 4.1853
H 1.8581 1.5119 4.0211
H 1.9555 -0.7910 2.2692
H 3.0940 0.5217 2.0507
H 3.7785 -2.4398 2.4303
H 4.9545 -1.0753 2.4590
H 4.0756 -1.4371 1.0003
C 6.8481 0.0888 -0.9657
C 6.3958 1.3670 -0.2442
O 6.9702 2.5282 -0.8284
C 6.4863 3.7543 -0.2109
C 7.3056 4.9213 -0.9868
H 6.5590 -0.7559 -0.3752
H 6.4846 0.0411 -1.9836
H 7.8871 0.1311 -1.0556
H 5.3170 1.4102 -0.2498
H 6.5829 1.2973 0.8468
H 5.3910 3.8562 -0.3592
H 6.7033 3.7514 0.8626
H 8.3765 4.7806 -0.9387
H 7.1693 5.9956 -0.5984
H 6.9030 4.8991 -2.0347
C -4.1179 0.4256 5.5867
C -3.2301 0.2283 4.3427
O -3.5811 -0.8371 3.5317
C -2.7886 -1.9785 3.8335
C -2.9358 -3.1275 2.8140
H -4.1494 -0.4452 6.2715
H -3.6011 1.3280 6.0260
H -5.0899 0.8500 5.3230
H -3.3413 1.0842 3.7198
H -2.2151 0.0346 4.6592
H -1.7562 -1.6073 3.8214
H -3.1138 -2.3002 4.8173
H -2.3976 -3.9725 3.2129
H -2.5347 -2.7733 1.8726
H -4.0140 -3.4000 2.7341
C 0.6829 4.2232 4.8637
C 1.1266 4.1880 3.3710
O 2.4721 3.7337 3.4299
C 3.1416 3.3715 2.2327
C 4.4792 2.9122 2.7908
H -0.2887 4.7611 4.9614
H 0.6722 3.1971 5.2744
H 1.4437 4.7570 5.5270
H 0.4210 3.5011 2.8612
H 1.1607 5.1131 2.8523
H 2.6618 2.6025 1.6937
H 3.1935 4.3044 1.6165
H 5.0322 3.6047 3.3703
H 5.1085 2.4748 2.0301
H 4.0865 2.1510 3.5471
C 3.9586 -4.5166 0.1023
C 3.1444 -5.4661 -0.7935
O 1.7600 -5.1355 -0.5813
C 0.9129 -5.8853 -1.4026
C -0.5559 -5.8324 -1.0358
H 4.0660 -3.5616 -0.3533
H 3.4205 -4.3949 1.0644
H 4.9158 -4.9463 0.2910
H 3.2840 -5.3495 -1.8519
H 3.3005 -6.5538 -0.4939
H 1.0667 -5.4352 -2.3993
H 1.2125 -6.9916 -1.4954
H -0.9262 -6.4357 -0.1796
H -1.0127 -6.2152 -1.9110
H -0.9042 -4.8103 -0.8473
C -0.3822 6.9997 -0.5809
C -0.6658 8.2350 0.1874
O -0.7186 7.8402 1.5485
C -0.6076 8.8737 2.4826
C -0.7316 8.3430 3.8945
H -0.3345 7.2071 -1.6387
H 0.5525 6.5336 -0.2856
H -1.2277 6.2780 -0.4226
H 0.1772 8.9526 0.0235
H -1.6471 8.7317 -0.0617
H 0.3504 9.3563 2.3629
H -1.3921 9.6079 2.1782
H -1.7323 7.9362 3.9901
H -0.6548 9.2070 4.6136
H -0.0730 7.5139 4.0408
C -3.3740 2.6447 -3.0910
C -4.8000 2.2111 -2.9053
O -5.4648 1.9981 -4.1172
C -6.8023 1.6602 -3.8481
C -7.2760 0.8852 -5.1079
H -2.8323 1.9563 -3.8177
H -3.3590 3.6535 -3.5295
H -2.8412 2.5592 -2.1220
H -4.8381 1.2211 -2.3785
H -5.2898 2.9369 -2.1947
H -6.9111 1.1123 -2.8994
H -7.5089 2.5988 -3.7727
H -7.4419 1.6357 -5.9027
H -8.1984 0.4067 -4.9199
H -6.5468 0.1570 -5.4629

Record 2
This record from the Open Molecules 2025 dataset describes a cluster of 12 separate species, C56H144N8O18 in total at a distorted geometry. The level of theory is the ωB97M-V functional and the def2-TZVPD basis.

CARTESIAN COORDINATES (ANGSTROEM)
C 0.3307 1.9498 -5.5488
C 1.3954 2.8043 -6.2009
C 1.6688 4.1114 -5.4561
O 2.6187 2.0426 -6.1507
H -0.6702 2.3286 -5.7367
H 0.5312 1.8768 -4.4743
H 0.4867 0.8965 -5.7954
H 1.1971 3.0352 -7.2525
H 1.6606 3.9323 -4.3780
H 1.0001 4.9468 -5.6698
H 2.6810 4.4553 -5.6811
H 3.2113 2.4653 -6.7799
C 5.1747 -1.7972 2.4071
C 4.2920 -0.5671 2.2589
C 4.5818 0.1527 0.9531
O 2.9449 -1.0424 2.2930
H 5.4723 -2.2445 1.4603
H 4.7238 -2.5644 3.0387
H 6.0758 -1.5644 2.9841
H 4.3297 0.1051 3.1234
H 3.9058 0.9984 0.7964
H 4.4729 -0.4998 0.0868
H 5.5838 0.5922 0.9295
H 2.2934 -0.3265 2.1611
C 7.1034 1.9816 -3.0069
C 6.3489 1.0174 -3.9301
C 5.4184 1.7251 -4.9480
O 7.3090 0.3187 -4.7658
H 6.3639 2.3411 -2.2898
H 7.4866 2.8579 -3.5306
H 7.9203 1.3778 -2.6150
H 5.8761 0.2116 -3.3713
H 4.4832 1.8448 -4.3885
H 5.1597 1.0990 -5.7967
H 5.7068 2.7274 -5.2637
H 8.0036 0.9425 -5.0003
C -6.3925 4.2119 3.4102
C -6.0249 3.6172 4.7526
C -5.0543 2.4378 4.7250
O -5.3716 4.6103 5.5617
H -6.8536 5.2001 3.4214
H -7.0738 3.5915 2.8241
H -5.4797 4.2592 2.8082
H -6.9811 3.3469 5.2200
H -4.0640 2.7453 4.3766
H -5.4208 1.7004 4.0085
H -4.8489 2.0036 5.7012
H -6.0210 5.3157 5.6635
C -4.7489 -6.0002 8.6276
O -3.4342 -5.9158 8.1410
C -2.4820 -5.5515 9.1253
C -1.1419 -5.4299 8.4453
N -1.1421 -4.4919 7.3211
C -1.6117 -3.1404 7.6361
C -1.6466 -2.3049 6.3706
O -2.1602 -3.0403 5.2920
C -2.1145 -2.2975 4.0983
H -5.1504 -5.0785 9.0579
H -4.8676 -6.8010 9.3662
H -5.3614 -6.2917 7.7748
H -2.4054 -6.3152 9.9149
H -2.8602 -4.6816 9.6747
H -0.8618 -6.4192 8.0785
H -0.3405 -5.1512 9.1339
H -1.7593 -4.8596 6.6095
H -1.1282 -2.6807 8.4972
H -2.6621 -3.2477 7.9541
H -0.6494 -1.9044 6.1506
H -2.2694 -1.4344 6.6195
H -2.6339 -2.8550 3.3185
H -1.0895 -2.0730 3.7925
H -2.7278 -1.3938 4.2101
C -2.6139 1.1419 2.4095
O -1.7008 0.3388 1.6650
C -2.3912 -0.6900 0.9422
C -1.3038 -1.6282 0.3868
N -0.5800 -0.9346 -0.6692
C 0.7577 -1.4438 -0.8504
C 1.5401 -0.7496 -1.9459
O 1.6776 0.6182 -1.6247
C 2.6479 1.2934 -2.4073
H -3.3319 0.6018 3.0252
H -3.1369 1.8562 1.7637
H -1.9883 1.8056 3.0108
H -2.9316 -0.3524 0.0539
H -3.0287 -1.1528 1.6936
H -1.6989 -2.6042 0.0885
H -0.5986 -1.8524 1.2040
H -0.5467 0.0441 -0.4065
H 0.6519 -2.5070 -1.0921
H 1.3510 -1.3260 0.0660
H 0.9238 -0.8015 -2.8581
H 2.4900 -1.2763 -2.0843
H 2.4833 2.3368 -2.1203
H 2.5499 1.1592 -3.4850
H 3.6588 1.1019 -2.0332
C 4.5539 4.8366 -1.7243
O 5.1390 5.9859 -2.2710
C 6.3711 5.7141 -2.9166
C 7.0838 6.9800 -3.3071
N 7.4414 7.7453 -2.1045
C 7.9993 9.0637 -2.3764
C 8.3471 9.8150 -1.1236
O 7.1223 9.9774 -0.4098
C 7.3558 10.3639 0.9191
H 5.1310 4.3920 -0.9015
H 4.5340 4.0358 -2.4742
H 3.5572 4.9733 -1.3129
H 6.1721 5.1533 -3.8415
H 6.9171 5.0700 -2.2185
H 6.4531 7.5688 -3.9842
H 8.0138 6.6934 -3.8037
H 6.5326 7.8974 -1.6710
H 7.3539 9.6856 -3.0109
H 8.9196 8.9044 -2.9502
H 8.7897 10.7864 -1.3706
H 9.0497 9.2574 -0.4953
H 6.3968 10.5840 1.3923
H 7.9091 11.3078 1.0027
H 7.8619 9.6065 1.5248
C 3.1209 -8.1942 -2.3730
O 1.7204 -8.1880 -2.2610
C 1.1004 -7.8291 -3.4938
C -0.3654 -7.4357 -3.2797
N -0.6291 -6.3374 -2.3456
C -0.6390 -6.7953 -0.9728
C -1.0276 -5.6814 0.0059
O -0.8505 -6.1280 1.3317
C -0.7347 -5.0370 2.2428
H 3.4847 -7.1665 -2.4778
H 3.5534 -8.8124 -3.1691
H 3.5267 -8.6344 -1.4607
H 1.1425 -8.7418 -4.0977
H 1.6116 -6.9791 -3.9543
H -1.0658 -8.2323 -3.0242
H -0.7140 -7.1760 -4.2874
H 0.0138 -5.5441 -2.4743
H 0.3104 -7.2205 -0.6372
H -1.3934 -7.5662 -0.7855
H -2.0727 -5.4027 -0.1802
H -0.4021 -4.7923 -0.1486
H -1.5752 -4.3900 1.9632
H 0.1923 -4.4826 2.0702
H -0.8471 -5.4271 3.2490
C -2.9144 5.1573 0.4002
O -2.6074 3.9466 -0.2525
C -1.5312 4.0566 -1.1622
C -1.2478 2.6553 -1.7126
N -2.3386 2.2429 -2.5901
C -2.1927 0.8528 -2.9967
C -3.1886 0.3983 -4.0570
O -4.4333 0.2072 -3.3883
C -5.4936 -0.1699 -4.2686
H -2.0780 5.5240 1.0042
H -3.7059 4.9605 1.1252
H -3.2838 5.9113 -0.2978
H -0.6708 4.3158 -0.5292
H -1.6793 4.7275 -2.0121
H -1.2065 1.9436 -0.8774
H -0.2955 2.7064 -2.2420
H -3.2066 2.3676 -2.0827
H -2.3108 0.2919 -2.0608
H -1.2061 0.5139 -3.3220
H -2.9813 -0.5867 -4.4867
H -3.2391 1.1216 -4.8780
H -5.6680 0.6726 -4.9364
H -6.3041 -0.4217 -3.5823
H -5.3155 -1.1354 -4.7550
C -5.7033 -5.5781 -1.0210
O -4.8666 -4.4766 -1.3177
C -4.0874 -4.7063 -2.4745
C -3.2825 -3.4610 -2.8079
N -2.0679 -3.8274 -3.5187
C -1.1299 -2.7225 -3.6751
C 0.2627 -3.1778 -4.0809
O 0.7753 -4.0348 -3.0425
C 2.1741 -4.1886 -3.0586
H -6.1939 -5.4632 -0.0565
H -5.0896 -6.4829 -0.9464
H -6.4482 -5.6797 -1.8148
H -4.6754 -4.9843 -3.3548
H -3.4003 -5.5404 -2.2814
H -3.0726 -2.8132 -1.9462
H -3.8498 -2.9047 -3.5658
H -1.6439 -4.6567 -3.1071
H -1.0227 -2.1957 -2.7157
H -1.5917 -2.0623 -4.4125
H 1.0019 -2.3956 -4.2772
H 0.2965 -3.7619 -5.0085
H 2.5288 -4.6524 -3.9898
H 2.4063 -4.8984 -2.2645
H 2.6932 -3.2300 -2.9722
C 0.8769 3.3655 3.0054
C 1.4079 1.9461 3.0140
C 0.9160 1.1793 4.2113
O 1.4919 1.6530 5.4083
C 2.8617 1.3341 5.5884
N 0.9995 1.2503 1.7644
H -0.2055 3.3931 3.1608
H 1.0693 3.9419 2.1008
H 1.3090 3.8827 3.8697
H 2.5000 1.9542 2.9332
H 1.1045 0.0979 4.1265
H -0.1729 1.1670 4.3184
H 3.1044 0.3615 5.1503
H 3.0241 1.3172 6.6635
H 3.4885 2.0979 5.1204
H -0.0149 1.0772 1.8363
H 1.1076 1.7758 0.9038
C -6.0605 2.1596 0.7992
C -5.4777 1.2895 -0.3030
C -5.8676 -0.1836 -0.2158
O -5.6048 -0.7341 1.0605
C -5.5168 -2.1604 1.0186
N -5.9475 1.7953 -1.6113
H -5.7208 1.8477 1.7862
H -7.1550 2.1179 0.8193
H -5.8795 3.2318 0.6949
H -4.3851 1.3586 -0.2160
H -5.3088 -0.6830 -1.0160
H -6.9434 -0.2603 -0.4108
H -4.7960 -2.5074 0.2753
H -6.5118 -2.5575 0.8041
H -5.1687 -2.4384 2.0127
H -5.7721 2.7951 -1.5946
H -5.3194 1.3746 -2.2957

no.,M (g mol⁻¹),gap between HOMO and LUMO (eV),E_HOMO (eV)
1,1082.77,9.7144,-9.061
2,1217.81,8.6323,-8.172